P | An isolated ion of composition C6H12N6 and charge +2. Source: OMol25; level of theory: ωB97M-V/def2-TZVPD.

```
24
Properties=species:S:1:pos:R:3
C 2.45626 -1.06454 -1.63887
C 1.46778 -1.96624 -1.51682
C 1.51892 -2.99502 -2.46334
N 1.12788 -3.71859 -3.26293
C 0.47094 -2.20884 -0.53477
C -0.24197 -1.26267 0.09985
N -0.17217 0.13087 -0.12845
C -0.50403 1.13866 0.70101
N -0.80535 0.85080 2.03719
N -1.63439 1.83679 2.74655
N -0.72617 2.36484 0.23820
N -0.80576 3.58062 0.96919
H 3.21215 -1.10585 -2.40993
H 2.65663 -0.25849 -1.03417
H 0.96441 -4.57353 -3.74450
H 0.13854 -3.23657 -0.31740
H -0.99147 -1.61892 0.75495
H 0.29422 0.45696 -0.96404
H -1.15147 -0.02207 2.36598
H -1.78247 1.54944 3.69585
H -2.61073 1.88127 2.45822
H -0.37976 2.55967 -0.66924
H -0.90343 3.59552 1.95124
H -1.59856 4.08589 0.66623
```

Calculated values
2S+1 ... 1
Frontier orbital gap (spin up / spin down) ... 0.277 / 0.277 Ha
SMILES ... C=C(C#[NH+])/C=C\N/C(NN)=[NH+]/N
LUMO energy (spin up / spin down) ... -8.41 / -8.41 eV
Total charge ... +2

Atom charges from the Mulliken analysis, given in e for atoms 1 to 6: C -0.905; C 0.879; C 0.003; N 0.054; C -0.475; C -0.308


Q | A 2-piece molecular cluster, C6H12N6 overall. Source: OMol25; level of theory: ωB97M-V/def2-TZVPD.

```
24
Properties=species:S:1:pos:R:3
C 1.51208 -0.22599 0.31511
C -2.24668 1.35971 1.49170
C -0.66058 0.90734 -0.03796
C -1.86293 -1.12254 -1.11174
C 2.57458 0.41284 -0.06754
C 3.14876 -0.55122 0.96274
N -2.71239 0.39541 0.68632
N -1.70430 0.07625 -0.22040
N -0.98835 1.65758 0.99560
N -0.93493 -1.92144 -0.92154
N -2.93095 -1.15456 -1.90850
N 3.21633 1.23442 -0.76645
H 0.85836 -1.01541 0.04571
H -2.53544 1.77215 2.42607
H 3.35132 0.07654 1.95165
H 4.05125 -1.18664 0.72325
H 2.46265 -1.30971 1.39364
H -3.60988 -0.18009 0.81141
H -0.25334 2.31270 1.37482
H -0.97524 -2.74840 -1.48639
H -3.44049 -0.36415 -2.06299
H -3.06999 -1.83619 -2.71413
H 4.03396 1.79903 -0.34809
H 2.71621 1.61240 -1.53227
```

Calculated values
2S+1 ... 1
Frontier orbital gap ... 0.328 Ha
LUMO energy ... -7.39 eV
Total charge ... +2

Atom charges from the Mulliken analysis, given in e for atoms 1 to 6: C -0.445; C -0.070; C -0.328; C 0.401; C 0.669; C -0.844


Relative energies in eV: P 0.000; Q 1.464


P | An isolated ion of composition H4NOP2 and charge -1. Source: OMol25; level of theory: ωB97M-V/def2-TZVPD.

```
8
Properties=species:S:1:pos:R:3
O -1.05109 0.53445 -1.17608
N -0.49381 -0.36838 -0.45011
P 1.29208 -0.64088 -0.47694
P -0.47841 0.76851 1.38374
H 1.26988 -1.53775 0.71768
H 1.34447 -1.65936 -1.52592
H -1.83501 1.20853 0.98739
H -0.04811 1.69487 0.54024
```

Calculated values
2S+1 ... 1
Frontier orbital gap ... 0.250 Ha
SMILES ... [O-]N(P)P
LUMO energy ... 4.79 eV
Total charge ... -1

Atom charges from the Mulliken analysis, given in e for atoms 1 to 6: O -0.627; N -0.069; P -0.145; P -0.254; H 0.031; H 0.001


Q | An isolated ion of composition H4NOP2 and charge -1. Source: OMol25; level of theory: ωB97M-V/def2-TZVPD.

```
8
Properties=species:S:1:pos:R:3
O 0.77864 -2.24471 0.98007
P 0.50585 -1.00934 0.24182
N -0.80864 -0.15777 0.73615
P -1.36825 1.18649 -0.05833
H 1.41845 0.08336 0.08550
H 0.61911 -1.22304 -1.05537
H -0.43962 2.01097 0.48423
H -0.70554 1.35406 -1.41406
```

Calculated values
2S+1 ... 1
Frontier orbital gap ... 0.299 Ha
SMILES ... [O-][PH2]=NP
LUMO energy ... 4.75 eV
Total charge ... -1

Atom charges from the Mulliken analysis, given in e for atoms 1 to 6: O -0.622; P 0.321; N -0.500; P -0.097; H -0.001; H -0.014


Relative energies in eV: P 4.306; Q 0.000


P | One molecule with the formula C6H13NO4. Source: OMol25; level of theory: ωB97M-V/def2-TZVPD.

```
24
Properties=species:S:1:pos:R:3
C 2.10416 -1.53201 -1.39417
O 1.02767 -0.56763 -1.59173
C 0.98027 0.45009 -0.57327
C 0.99316 -0.15989 0.87026
N 1.63112 -1.47976 1.17523
C -0.56893 -0.44755 1.18404
O -1.01645 0.26668 2.44070
C -1.36502 0.22388 -0.00021
O -2.68984 0.70675 0.29898
C -0.40339 1.22094 -0.48275
O -0.86265 1.67443 -1.75796
H 2.39285 -1.48996 -0.30681
H 1.85118 -2.44079 -1.85853
H 2.99687 -1.21971 -1.97228
H 1.84979 1.23309 -0.66631
H 1.46785 0.57779 1.52389
H 2.60655 -1.43510 1.51956
H 1.44306 -2.47805 0.87435
H -0.59034 -1.51218 1.15897
H -1.91815 0.53246 2.28377
H -1.41083 -0.52519 -0.73549
H -3.10691 0.92691 -0.53024
H -0.33170 2.06248 0.18802
H -0.77934 0.95191 -2.44883
```

Calculated values
2S+1 ... 1
Frontier orbital gap ... 0.337 Ha
SMILES ... CO[C@@H]1[C@H](N)[C@@H](O)[C@@H](O)[C@@H]1O
LUMO energy ... 0.71 eV

Atom charges from the Mulliken analysis, given in e for atoms 1 to 6: C -0.589; O -0.390; C 0.263; C -0.089; N -0.870; C -0.179


Q | C6H13NO4 as an isolated structure. Source: OMol25; level of theory: ωB97M-V/def2-TZVPD.

```
24
Properties=species:S:1:pos:R:3
C -1.90708 0.42509 1.04922
C -1.12484 0.80231 -0.22745
C 1.06470 1.44507 -0.02261
C 1.42594 0.00022 0.26255
C 0.47328 -1.18847 -0.35922
C -0.53646 -0.38953 -0.92595
H -1.69096 0.73581 3.07378
H -2.62433 1.19694 1.48914
H -2.65638 -0.25779 0.68636
H -1.94190 1.16794 -0.75318
H -0.29084 2.12735 1.17471
H 1.51219 1.86853 -1.16199
H 1.47394 2.15668 0.85106
H 1.30931 0.03742 1.33480
H 2.71873 -0.06357 -1.08131
H 0.02746 -1.92833 0.42799
H 2.09369 -2.19599 -0.77153
H -0.15167 0.16490 -1.76702
H -1.64567 -2.02064 -1.17690
N -0.33722 1.88320 0.13675
O -0.98266 0.18039 2.19232
O 2.68662 -0.09924 -0.08995
O 1.12991 -1.94922 -1.25260
O -1.85215 -0.97440 -1.09255
```

Calculated values
2S+1 ... 1
Frontier orbital gap ... 0.324 Ha
LUMO energy ... 0.23 eV

Atom charges from the Mulliken analysis, given in e for atoms 1 to 6: C -0.938; C -0.244; C -0.624; C -0.116; C 0.075; C -0.141


Relative energies in eV: P 0.000; Q 3.274